Below is a molecular structure, C22H20HgN6O6S2, with properties calculated with ωB97M-V/def2-TZVPD.

Geometry as ORCA input:
```
! RIJCOSX wB97M-V def2-TZVPD def2/J DEFGRID3
* xyz -1 2
Hg 0.786 0.166 -0.130
C -3.037 -3.818 -4.438
C -2.819 -2.593 -3.551
C -2.999 -1.294 -4.054
C -2.813 -0.213 -3.229
C -2.445 -0.397 -1.913
C -2.301 -1.679 -1.397
C -2.572 -2.767 -2.209
S -2.186 1.085 -0.975
O -3.024 2.108 -1.544
O -2.476 0.719 0.407
N -0.638 1.512 -0.992
C -0.176 1.970 -2.264
C -0.719 2.947 -3.110
C -0.164 3.124 -4.357
C 0.990 2.471 -4.737
C 1.558 1.669 -3.800
N 1.011 1.448 -2.624
H -2.258 -3.869 -5.195
H -3.985 -3.857 -5.025
H -2.919 -4.691 -3.867
H -3.321 -1.158 -5.099
H -3.047 0.735 -3.645
H -1.877 -1.876 -0.393
H -2.317 -3.729 -1.811
H -1.603 3.448 -2.862
H -0.628 3.904 -4.967
H 1.377 2.589 -5.717
H 2.438 1.182 -4.042
N -0.545 1.500 5.733
C -0.250 0.418 4.878
C 0.875 -0.351 5.085
C 1.278 -1.302 4.104
C 0.559 -1.480 2.947
C -0.651 -0.805 2.844
C -1.061 0.175 3.746
S 1.253 -2.496 1.687
O 2.352 -3.290 2.249
O 0.236 -3.133 0.897
N 1.909 -1.489 0.575
C 3.629 0.253 0.606
N 1.587 1.804 2.033
C 2.092 1.823 3.157
C 3.333 1.237 3.564
C 4.424 0.927 2.727
N 4.485 0.918 1.387
H 0.250 1.809 6.291
H -0.925 2.285 5.284
H 1.631 -0.118 5.909
H 2.211 -1.840 4.136
H -1.331 -0.871 1.960
H -2.067 0.603 3.627
H 1.400 2.465 3.793
H 3.636 1.351 4.570
H 5.352 0.885 3.223
O 3.349 0.530 -0.577
O 3.150 -0.947 1.105
*
```

As for the expectation value of S²: 0.764. The value obtained for the LUMO energy (spin up / spin down) is 2.50 / 2.50 eV. The energy above the lowest of the compared OMol25 structures with the same formula, charge and spin is 0.000 eV. The HOMO energy (spin up / spin down) comes out at -4.8 / -4.6 eV. The value obtained for the total energy is -70206.1524 eV.